1.
DFT (the ωB97M-V functional and the def2-TZVPD basis) results for one molecule with the formula C5H11NO3 at a distorted geometry.

Element x y z (Å)
1 C 1.56212 -1.37098 0.26967
2 C 0.07777 -1.30708 0.00264
3 C -0.29633 -0.67467 -1.31445
4 C -1.02564 0.56630 -0.81611
5 O -2.35162 0.33705 -0.44786
6 C -0.29284 1.47598 0.50991
7 O 0.92718 2.04066 0.13946
8 N -0.14597 0.65061 1.63717
9 O -0.60860 -0.63048 1.47439
10 H 2.03540 -2.06109 -0.43210
11 H 2.01822 -0.38370 0.16027
12 H 1.75404 -1.72152 1.28433
13 H -0.44009 -2.24461 0.18968
14 H 0.57924 -0.37271 -1.89194
15 H -0.95399 -1.28975 -1.92304
16 H -1.00249 1.35350 -1.57357
17 H -2.32717 -0.07435 0.43301
18 H -1.09624 2.20238 0.66768
19 H 0.77396 2.85357 -0.35107
20 H 0.81304 0.65088 1.98193

Calculated values
SMILES string: C[C@@H]1C[C@@H](O)[C@H](O)NO1
E_HOMO: -8.380 eV
orbital gap: 9.06 eV
electronic energy: -477.464464 hartree
total charge: 0

***

2.
DFT (the ωB97M-V functional and the def2-TZVPD basis) results for a 3-piece molecular cluster, C19H21ClFN2O overall at a distorted geometry.

Element x y z (Å)
1 C 2.37009 -2.33111 -1.44164
2 C 1.62030 -0.98967 -1.99139
3 F 1.93631 -0.81360 -3.40591
4 C 0.00273 -1.21749 -1.94751
5 C -0.57619 -2.41270 -2.74594
6 N -1.99680 -2.24061 -2.40524
7 C -3.02752 -3.21847 -2.92100
8 C -3.50095 -4.05039 -1.59948
9 O -2.63379 -4.81747 -1.09824
10 Cl -5.16648 -3.82677 -0.88865
11 C -2.34112 -1.11546 -1.56444
12 N -1.06182 -0.47604 -1.26955
13 H 3.08043 -2.01922 -0.60358
14 H 3.01975 -2.80009 -2.26493
15 H 1.58630 -3.10179 -1.08924
16 H 1.95554 -0.06948 -1.38636
17 H -0.07131 -3.21331 -3.37677
18 H -2.55229 -3.96524 -3.66271
19 H -3.92562 -2.69837 -3.40470
20 H -3.37916 -0.78134 -1.19972
21 H -0.89654 0.34983 -0.67369
22 C 0.59599 -0.49893 4.35561
23 C -0.28633 0.50613 4.74099
24 C -1.27417 0.94118 3.86309
25 C -1.38673 0.36418 2.60164
26 C -0.50521 -0.64511 2.21695
27 C 0.48825 -1.07297 3.09270
28 H 1.36787 -0.83500 5.03971
29 H -0.20325 0.95143 5.72685
30 H -1.95707 1.72912 4.16192
31 H -2.16091 0.70064 1.91858
32 H -0.59213 -1.09782 1.23401
33 H 1.17767 -1.85460 2.79157
34 C 1.37759 2.71599 0.61830
35 C 1.13212 2.80735 -0.74987
36 C 1.44246 3.98023 -1.43304
37 C 2.00558 5.05486 -0.75215
38 C 2.25335 4.96053 0.61333
39 C 1.93570 3.79356 1.29949
40 H 1.13256 1.80327 1.15363
41 H 0.69946 1.96158 -1.27737
42 H 1.24601 4.05614 -2.49725
43 H 2.25131 5.96617 -1.28668
44 H 2.69399 5.79847 1.14346
45 H 2.12399 3.72241 2.36526

Calculated values
E_HOMO: -11.659 eV
orbital gap: 7.59 eV
electronic energy: -1481.036849 hartree
total charge: +1